60
Properties=species:S:1:pos:R:3:forces:R:3:nbo_charge:R:1 method="wB97M-V/def2-TZVPD" orbital_gap_ha=0.324 homo_energy_ev=-8.14 smiles="Cc1cccc(C(O)(C(=O)NNC(=O)CN2CCN(C)CC2)c2cccc(C)c2)c1" relative_energy_kcal_mol=60.0
C -0.54500 -4.17914 1.69864 0.1 0.0 0.0 -0.630
C 0.03130 -3.21173 0.70982 0.0 0.0 -0.1 -0.024
C -0.04215 -3.46333 -0.65394 0.0 0.0 0.1 -0.210
C 0.50191 -2.57375 -1.56424 0.0 0.0 -0.1 -0.203
C 1.13532 -1.42618 -1.12608 0.0 0.0 0.0 -0.218
C 1.22526 -1.16973 0.23726 0.0 -0.1 0.2 -0.050
C 0.66543 -2.05498 1.14435 0.1 0.1 0.0 -0.169
H 0.73587 -1.84046 2.19955 0.0 0.0 0.1 0.225
C 1.90115 0.10665 0.70975 0.1 0.0 -0.3 0.099
C 3.32570 0.24347 0.20807 0.0 0.1 0.0 0.049
C 4.08811 -0.86667 -0.12876 0.0 0.0 0.0 -0.224
C 5.40389 -0.70124 -0.52069 0.0 -0.1 0.0 -0.199
C 5.96595 0.56214 -0.57641 0.0 0.0 0.0 -0.202
C 5.22146 1.68094 -0.22968 0.0 0.0 0.1 -0.013
C 3.90298 1.50519 0.17061 0.1 -0.2 -0.1 -0.227
H 3.31560 2.37304 0.44010 -0.1 0.1 0.0 0.209
C 5.80758 3.05820 -0.29164 0.0 0.0 0.0 -0.627
H 6.87878 3.01863 -0.47139 0.1 0.1 0.0 0.215
H 5.62675 3.59611 0.63765 0.0 0.1 0.0 0.218
H 5.34235 3.62366 -1.09859 0.0 0.1 0.0 0.224
H 6.99312 0.68012 -0.89017 0.1 0.0 0.0 0.209
H 5.99557 -1.56525 -0.78462 0.1 -0.1 0.0 0.214
H 3.65301 -1.85310 -0.08354 0.0 -0.1 0.0 0.226
C 1.00540 1.20931 0.11912 -0.1 0.4 0.3 0.656
O 1.06860 1.62064 -1.02376 0.0 0.0 -0.2 -0.639
N 0.09574 1.67625 1.00037 -0.7 0.1 0.5 -0.455
N -0.95915 2.45876 0.52249 0.8 -0.1 -0.5 -0.456
C -2.20416 2.31350 1.04797 0.1 0.3 0.0 0.644
O -2.38456 1.73044 2.09868 0.0 -0.2 0.2 -0.630
C -3.29418 2.97794 0.20999 -0.1 -0.1 -0.1 -0.298
N -3.98765 2.10902 -0.71915 0.1 0.1 0.1 -0.431
C -5.00643 1.23334 -0.17506 -0.1 -0.2 0.2 -0.220
C -4.46694 -0.10441 0.33734 -0.2 0.1 0.0 -0.257
N -3.75006 -0.77834 -0.73487 -0.1 0.1 0.0 -0.446
C -3.30591 -2.09321 -0.33203 0.0 0.1 0.0 -0.405
H -2.80056 -2.57031 -1.17057 0.0 -0.1 0.0 0.200
H -4.17381 -2.69039 -0.05524 0.0 -0.1 0.0 0.197
H -2.60951 -2.06256 0.52087 0.0 0.0 0.0 0.167
C -2.64223 0.04630 -1.17845 0.0 0.2 -0.1 -0.234
C -3.17825 1.39189 -1.68378 0.1 -0.2 -0.1 -0.230
H -2.35517 2.02645 -2.01869 0.0 0.0 -0.1 0.194
H -3.82562 1.18797 -2.54329 0.1 0.0 -0.1 0.204
H -2.12860 -0.46619 -1.99590 0.0 0.0 0.0 0.209
H -1.90639 0.19028 -0.36617 0.0 0.0 -0.1 0.156
H -5.30558 -0.73623 0.63957 0.0 0.0 0.0 0.199
H -3.82377 0.05898 1.21707 -0.1 -0.1 0.0 0.191
H -5.53549 1.75221 0.62533 0.0 0.0 0.0 0.202
H -5.71060 1.03090 -0.98926 -0.1 -0.1 0.1 0.197
H -4.03976 3.39286 0.89202 0.2 0.0 0.0 0.227
H -2.85087 3.79662 -0.36723 0.0 0.0 0.1 0.200
H -0.79114 2.73792 -0.43904 -0.1 0.0 0.2 0.422
H -0.08916 1.21364 1.88456 0.0 0.1 -0.2 0.446
O 1.87834 0.16292 2.13018 -0.2 -0.2 0.1 -0.712
H 2.54692 0.79454 2.41791 0.0 0.0 -0.1 0.489
H 1.55395 -0.72409 -1.83061 0.0 0.1 -0.1 0.239
H 0.43164 -2.77544 -2.62303 0.0 0.0 -0.1 0.215
H -0.53340 -4.36007 -1.00395 -0.1 -0.1 0.0 0.209
H 0.18756 -4.95272 1.93150 0.0 -0.1 0.1 0.222
H -1.42984 -4.66517 1.29340 -0.1 -0.1 0.0 0.217
H -0.80928 -3.67619 2.62567 -0.1 0.0 0.1 0.219